Record 1
DFT (the ωB97M-V functional and the def2-TZVPD basis) results for a 14-piece molecular cluster, C78H196N12O26 overall.

Properties
Relative energy (zero: lowest compared OMol25 entry of this formula, charge and spin) (kcal/mol): 0.0
2S+1: 1
Calculated total energy (eV): -155163.8958
Largest force on an atom (eV Å⁻¹): 2.68

Structure (XYZ):
```
312
Properties=species:S:1:pos:R:3:mulliken_charge:R:1
C -3.61 -1.48 0.46 0.75
H -3.01 1.43 4.81 0.43
N 3.89 -6.37 -0.49 -0.04
H 5.87 -8.07 -1.20 0.34
C 0.33 0.48 0.51 1.52
C -2.71 6.43 3.14 -0.92
H 4.10 -0.98 0.13 -0.43
H 5.65 7.49 2.94 0.31
H -3.00 4.80 -0.35 0.34
O 3.10 0.12 2.23 2.03
H -7.86 -1.81 5.60 0.42
C -5.45 4.59 -0.53 -0.80
H -3.18 5.60 -7.54 0.28
H -2.24 -3.63 6.44 0.25
H 8.26 -1.15 5.05 0.45
H -4.38 0.87 -1.55 0.16
C -0.77 0.48 -5.13 -1.52
H 5.03 -0.66 2.54 -0.67
H 4.10 -2.91 3.46 0.05
N -1.54 -2.67 8.09 -0.29
C 8.97 -0.07 2.71 -0.96
O -9.23 5.25 2.54 -0.34
H -6.87 -5.35 -5.56 0.33
H -3.33 3.15 -0.99 -0.20
H -1.74 -3.40 10.00 0.38
H 0.70 -6.16 -1.09 0.36
C 1.28 3.48 2.65 -0.04
H -1.49 2.47 2.46 -0.44
H -0.08 2.03 -1.14 -0.66
H 0.53 4.23 2.88 0.65
H -4.45 3.00 -3.41 -0.17
H 1.18 2.57 3.29 0.14
H -5.57 -1.62 -0.43 0.29
H 3.23 8.03 0.06 0.41
H -1.59 -1.91 -4.06 0.30
H 4.74 -6.23 0.08 0.27
H 4.31 6.73 0.37 0.42
H -7.61 0.69 4.54 0.58
H -5.26 5.45 0.10 0.43
H 0.59 3.22 -2.81 -0.09
O -4.59 4.64 -1.66 -0.51
H 3.66 2.50 2.03 -0.48
H 4.85 -4.23 4.41 0.42
H 0.95 6.98 -0.85 0.42
H -5.79 1.64 -2.25 0.55
H 4.94 3.87 3.82 0.30
C -0.91 -3.50 2.26 -1.32
H -3.31 -3.30 -1.65 -0.19
C -0.81 6.64 1.68 -1.33
H -1.61 3.45 -3.93 0.12
H -2.74 3.59 1.94 -0.22
H -2.75 6.37 -6.06 0.32
C 4.62 -0.06 0.46 0.25
H -0.06 -4.82 -3.54 0.03
H -2.48 -4.10 0.99 0.74
H 6.71 6.06 3.01 0.59
H 2.69 -3.51 -3.09 0.31
C 2.19 6.19 0.44 0.69
H 0.18 -1.93 -4.09 0.05
H -6.46 -5.17 -3.89 0.20
H -4.91 -3.59 4.88 0.11
H -4.12 0.50 10.50 0.27
H 8.64 -2.54 4.01 0.34
C -2.37 -3.29 9.11 -0.89
H 2.86 -7.92 -1.49 0.21
C 3.34 -2.11 -6.13 -0.63
C 5.77 6.46 3.30 -1.11
H -7.95 0.46 -0.63 0.42
H 3.34 1.10 4.07 0.23
H -5.05 -0.88 11.02 0.33
O 3.52 6.63 -1.47 -0.16
H 5.97 -3.56 -9.50 0.43
O 2.35 2.27 -2.24 0.24
H -1.70 -2.02 4.82 -0.86
H 4.12 3.23 -1.69 0.05
C -3.90 4.18 -5.08 -1.08
H 9.35 0.41 3.62 0.49
C 4.53 7.36 -2.10 -0.91
H 4.99 1.03 2.26 -0.05
C -3.31 4.23 -1.21 0.55
H -7.81 3.91 1.07 0.16
H -6.75 4.28 2.37 0.43
H -1.13 -1.80 8.36 0.33
C -4.45 -0.48 10.19 -0.69
H 4.14 0.20 -2.21 -0.16
H 0.54 -5.44 -10.97 0.31
H 0.03 0.50 -3.11 -1.34
H -9.33 5.96 4.38 0.35
O -4.91 -4.98 -5.06 -0.15
H 5.61 5.74 5.39 0.48
C -4.42 -0.04 4.01 0.88
H 1.01 -4.45 -1.47 0.11
C -0.54 1.58 -0.25 1.47
N 7.69 -0.77 3.12 0.01
H 3.81 5.88 2.85 0.16
C 1.68 3.28 -3.03 -0.65
H -2.85 7.52 3.14 0.28
H -4.77 3.89 -5.66 0.49
H -2.15 1.33 -3.00 -0.39
H -8.75 1.44 1.31 0.35
H -0.91 -4.98 -5.49 0.29
C -2.80 -4.89 -6.22 -0.45
H -0.59 1.32 5.91 0.32
C 2.85 0.19 3.63 -1.14
C -1.91 -3.20 1.14 0.12
C 3.98 -5.37 -1.57 -0.91
O -3.34 -1.33 10.01 -0.33
C 4.36 1.12 -1.66 0.06
H 4.25 8.41 -2.20 0.33
H 3.01 -4.87 -12.86 0.43
C -0.70 -1.45 -3.57 -0.96
C 3.65 3.60 2.10 1.79
H -7.07 -0.64 6.62 0.33
H -6.82 -0.55 3.56 -0.51
N 4.10 1.10 -0.23 0.71
C -3.70 -2.59 9.45 -0.07
H -6.06 -6.73 -4.69 0.35
H 6.46 7.28 5.11 0.53
C 0.50 -4.67 -11.74 -0.71
H 5.86 -1.70 4.80 0.12
H -2.53 -5.06 -7.28 0.44
O 3.78 -2.04 -7.49 -0.38
H -3.45 2.17 -4.60 0.51
C -2.34 4.38 -2.35 -1.25
C -4.96 -2.15 0.28 -0.35
H 3.97 -2.72 -11.73 0.34
H -2.07 6.27 4.01 0.39
C 4.91 -3.67 3.45 -0.43
N 0.93 6.86 0.14 -0.45
H -4.30 -3.23 10.12 0.50
H -0.32 -1.17 -0.52 -0.80
H 2.31 6.05 1.52 -0.11
C -2.44 2.93 2.77 0.67
N -2.37 3.29 -3.26 0.65
H 5.16 8.22 6.95 0.30
C 5.64 6.64 4.82 -0.66
H -10.29 6.84 3.20 0.25
H 3.23 -0.67 4.13 0.44
H 9.73 -0.79 2.35 0.34
C 1.27 -3.15 3.00 -0.49
C -1.28 -1.89 5.87 0.17
H -1.00 7.72 1.48 0.42
N -2.77 -2.04 1.51 0.38
O -0.94 -5.19 -1.81 -0.22
C 4.19 -4.02 -0.92 0.32
O 6.23 -3.15 3.37 -0.35
H 5.51 7.36 -1.60 0.32
H -4.28 -2.40 8.55 -0.06
H 1.77 0.28 3.74 -0.35
N 4.76 5.64 2.63 0.13
H -6.43 4.76 -0.96 0.45
N 4.00 -3.63 -9.80 -0.31
H 1.10 3.08 1.64 -0.36
H 2.31 -2.47 -1.67 -0.43
C 3.39 6.97 -0.11 -0.87
H 6.07 -8.02 -4.74 0.23
O -1.36 -0.52 6.23 -0.33
C 8.15 0.65 -0.78 -0.90
H 3.58 3.88 1.05 -0.82
C -2.11 -5.21 -3.89 0.42
C 4.51 0.10 1.95 -0.77
H 5.67 -0.16 0.13 0.53
C -4.37 -3.56 -1.55 0.11
H 6.63 -8.84 -3.26 0.38
H -2.32 3.48 3.73 0.37
H 5.81 3.92 2.29 0.37
H -0.11 -0.81 1.92 -1.49
C 4.98 -2.77 -7.73 -0.64
H -0.42 -6.50 -3.32 0.39
H -1.46 -0.11 -5.69 0.44
C 4.35 7.66 6.51 -0.77
H -0.03 -4.88 -0.13 -0.16
O 4.26 -2.97 -1.90 -0.49
H 2.50 -1.42 -6.02 0.12
O -3.50 2.03 2.92 -0.05
O 2.53 4.04 2.85 -0.64
C -0.81 -5.52 -3.19 -0.77
H 4.79 -9.42 -1.75 0.50
H -3.13 -2.13 6.82 0.11
H 0.02 4.92 0.71 -0.74
H 4.81 -4.40 2.64 0.14
H -1.03 1.54 -5.27 0.24
H -10.90 5.27 3.77 0.27
O -5.90 0.98 -0.26 0.43
H -1.32 4.40 -1.93 -0.07
H -2.96 -3.81 -6.08 0.22
H 1.99 4.33 -2.78 0.01
C -6.96 -1.17 5.68 -0.96
H -3.76 -0.41 0.66 0.06
H -5.95 -2.56 3.73 0.23
H -2.94 -5.82 -3.54 0.28
H -2.75 -4.26 8.74 0.37
H 4.57 6.98 -3.13 0.23
H 2.31 5.19 0.03 -0.43
H -0.51 0.26 4.48 0.08
C -2.53 5.47 -6.65 -0.81
H 3.65 -8.29 0.03 0.47
H -2.15 -1.28 1.78 -0.65
C 6.61 -2.45 4.54 -0.39
H 1.27 -1.52 0.09 -0.17
C -6.81 -0.07 4.56 0.33
O 4.93 -7.80 -3.01 -0.21
H 1.29 0.94 0.84 -0.76
N -7.03 2.26 2.20 1.17
H 7.70 -0.10 -1.42 0.25
O -2.07 0.33 -3.04 -0.02
C 7.90 -1.74 4.20 -1.01
C 4.88 4.21 2.79 -1.28
C 5.78 -8.56 -3.84 -0.82
H -4.42 -4.61 -1.83 0.23
H -6.74 -3.77 4.84 0.32
H 0.46 -5.13 -12.73 0.29
H -4.99 -2.90 -2.18 0.10
C -3.24 0.96 3.82 0.04
C -4.18 -5.54 -6.11 -0.81
H 4.16 -1.90 -5.44 0.38
C -6.13 -5.65 -4.81 -0.81
H -4.02 -0.89 4.61 -0.82
C 3.05 -2.68 -2.45 0.28
H 5.28 -1.91 -9.66 0.29
H 4.04 2.56 -3.33 0.57
H 4.83 -5.53 -2.24 0.32
H -1.48 1.16 -0.56 -0.05
H -0.33 -3.99 -11.61 0.24
C -7.54 3.59 2.08 -0.63
H 2.82 -5.54 -11.28 0.34
C 3.80 -7.74 -0.92 -0.95
H -9.57 3.21 2.69 0.33
O 4.49 7.50 5.10 -0.31
C -10.01 5.86 3.55 -0.75
H 0.58 -0.02 5.84 0.67
O -4.75 -3.53 -0.12 -0.55
C -5.47 0.83 -1.59 -1.31
H 3.21 -1.88 -3.14 0.02
H -6.04 2.12 2.21 -0.44
H -1.42 -3.00 0.19 -0.50
H 3.37 -3.80 -0.25 -0.18
H -0.61 -4.58 2.13 0.56
C -2.12 -2.60 6.81 -0.39
C -5.86 -3.07 4.74 -0.60
H 0.22 0.39 -5.60 0.17
H -0.98 5.97 -0.29 0.57
C -0.21 6.00 0.50 0.88
O -1.99 5.94 2.03 0.12
O 1.65 -3.87 -11.62 -0.30
C -3.60 3.11 -4.06 -0.11
H 3.17 1.42 0.02 -0.63
H -5.64 1.50 4.21 0.31
H -1.50 5.45 -6.96 0.26
H -5.15 -0.38 9.36 0.18
H 1.86 3.08 -4.06 0.48
H -4.09 -6.62 -5.97 0.35
H -3.00 -1.52 -0.46 -0.20
H -2.29 0.46 3.53 -1.07
H -3.68 5.92 3.22 0.10
O -0.30 0.11 1.73 1.67
H 7.45 1.46 -0.62 0.32
H 5.86 -2.27 -7.34 0.42
H -0.08 6.64 2.52 0.34
H -7.54 0.26 1.83 0.12
H 3.40 8.12 6.71 0.26
C 4.93 -8.32 -1.71 -0.50
H 4.94 -3.73 -7.26 0.38
H -5.44 3.67 0.04 0.12
H 5.14 -3.99 -0.37 0.57
H -4.78 -0.43 3.06 -0.18
N -1.80 -5.41 -5.29 -0.37
H 3.02 -3.10 -5.82 0.37
H 5.25 -9.47 -4.19 0.26
H -0.75 -1.74 -2.52 -0.23
H -4.20 5.12 -4.69 0.49
H -8.55 3.90 4.00 0.38
C 3.78 2.39 -2.30 -0.94
H 9.47 1.55 1.32 0.49
O 0.21 -2.69 2.15 1.15
C -0.44 0.28 5.56 -1.05
C 0.25 -5.15 -1.15 -0.20
H -7.58 2.16 -0.52 0.26
H 5.03 -4.06 -11.52 0.45
C 2.89 -4.58 -11.80 -0.64
C -7.66 1.22 1.37 -1.11
H 9.00 1.08 -1.28 0.44
C -8.81 3.94 2.92 -0.76
C 5.13 -2.92 -9.23 -0.68
O -2.72 4.29 -5.92 -0.26
H -5.76 -0.14 -2.01 0.48
H 6.68 -3.14 5.37 0.54
H 2.04 -2.44 2.94 -0.67
H 0.83 -3.13 3.99 0.28
C 8.65 0.85 1.51 0.09
H 7.39 -1.28 2.27 0.10
C 0.66 -0.71 -0.36 -0.14
C 4.02 -3.70 -11.28 -0.68
H 1.11 -0.44 -1.33 0.80
H -4.71 -5.41 -7.07 0.47
H -2.53 5.35 -2.80 0.41
C -0.82 0.05 -3.67 3.15
H 1.56 -4.16 2.69 0.33
H -0.68 2.41 0.46 -0.72
O -5.87 -2.07 5.76 -0.22
H -1.38 -3.37 3.23 0.13
H -5.38 -2.22 1.28 -0.41
H 4.35 6.67 6.97 0.32
H 3.04 -5.43 -2.19 0.03
H 5.44 1.28 -1.80 0.17
H -0.26 -2.23 5.92 0.93
H -2.27 -4.13 -3.63 -0.19
N -5.53 0.63 4.69 -0.40
C -7.28 1.18 -0.13 -0.68
H 7.72 1.37 1.69 -0.18
H 3.12 -3.18 -9.52 0.22
O 8.62 -0.01 0.38 -0.39
```

Record 2
DFT (the ωB97M-V functional and the def2-TZVPD basis) results for C78H65InN13O30S as an isolated structure.

Properties
Relative energy (zero: lowest compared OMol25 entry of this formula, charge and spin) (kcal/mol): 63.0
2S+1: 1
Calculated total energy (eV): -178692.3212
Total charge: +1
Largest force on an atom (eV Å⁻¹): 4.44

Structure (XYZ):
```
188
Properties=species:S:1:pos:R:3:mulliken_charge:R:1
O -4.09 -1.72 2.93 -0.68
C 5.29 -2.10 4.23 -0.02
H 4.37 -0.98 -0.33 0.48
H 6.51 -4.93 6.49 0.39
C 0.79 -7.73 -1.23 -0.28
C 5.52 -0.84 -3.50 -0.44
C 4.08 2.42 -0.04 0.80
H 6.64 -0.89 5.18 0.40
H 1.41 -7.80 0.85 0.44
O -0.48 -0.66 -0.36 0.07
C 1.61 -5.93 -0.03 0.10
C -3.05 1.36 1.33 1.70
O 5.51 -1.12 -5.86 -0.56
H -5.28 0.11 -0.99 0.88
C -3.64 2.54 0.99 -0.28
H -2.01 -2.60 -0.87 0.83
C -5.85 2.18 -4.43 -0.67
N 5.00 -0.52 -4.90 0.98
H 2.15 5.05 -0.34 -0.03
H -1.22 0.14 6.13 0.49
H 3.76 -0.17 -2.42 0.46
C 7.29 -1.63 -2.05 -0.74
C 2.77 4.01 5.57 -0.72
C 6.79 -1.35 -3.32 -0.44
O -3.79 6.03 -1.06 -0.60
H 2.95 2.11 -5.63 0.42
O 2.04 1.24 3.54 -0.12
C 6.28 -4.13 5.81 -0.38
C -5.59 2.09 2.33 -1.01
H -2.54 -3.91 1.52 -0.13
O -0.19 -3.92 2.09 -0.30
C -0.57 6.84 0.36 -0.41
H -1.01 7.56 1.04 0.52
O 2.38 -3.24 -0.11 -0.39
C -1.02 -1.11 -5.05 -0.39
H -3.03 3.29 0.51 0.29
H -0.78 -1.65 -2.92 0.47
C 0.78 -7.02 -2.44 -0.68
H 3.36 3.68 -1.56 0.78
N 2.13 1.85 4.63 0.83
O -7.95 -2.75 -0.67 -0.59
C -1.81 -5.47 2.81 -0.66
O 1.54 0.04 -0.85 0.30
H 6.31 3.67 2.39 0.55
O -3.21 7.59 0.22 -0.61
C -5.14 0.78 2.57 -0.67
N -3.32 -0.94 2.32 0.98
H 6.43 5.47 0.87 0.44
H 0.56 3.41 2.98 0.56
H 1.76 2.23 -3.79 0.48
H -2.10 1.14 0.87 -0.26
C 5.12 -0.99 -1.11 0.05
H 3.36 1.63 -0.24 0.29
C -4.93 -0.91 -1.09 -0.04
C 1.34 -5.72 -2.46 -0.29
C -3.43 2.05 -3.10 1.17
N 2.01 1.67 -8.21 0.96
C 1.13 2.38 -4.65 0.27
C -1.13 -1.94 -3.90 0.08
H 1.32 -5.09 -3.34 0.53
C 5.72 3.59 1.49 -0.57
C -2.83 -4.76 2.13 0.77
C -0.19 2.71 -4.70 -0.02
C -3.08 -2.44 -0.90 -0.67
H -2.94 -0.32 -0.74 -0.55
H -6.03 -4.06 -1.60 0.54
C -3.94 -3.48 -1.26 -1.06
N -2.23 -5.14 -5.65 0.88
O 0.23 1.31 0.53 -0.12
H -1.35 -3.96 -3.32 0.87
H 2.19 7.06 4.25 0.46
C 4.08 3.53 -0.78 -0.86
N 4.80 1.17 1.99 0.90
C 1.88 2.14 -5.78 -0.32
H -3.10 0.37 -4.45 -0.01
C 5.22 -4.34 4.86 -0.61
O -4.51 -0.69 -5.95 -0.55
H -6.26 3.90 -3.14 0.49
H -1.60 -7.07 4.34 0.46
C -1.40 1.15 7.99 -0.87
O 2.42 1.24 5.60 -0.64
C -4.35 2.99 -2.68 -0.65
C -3.59 -1.15 -0.99 0.67
C 1.74 -5.13 -1.23 -0.49
C -5.55 3.12 -3.40 -0.94
H -6.58 2.32 2.69 0.47
H -2.48 1.97 -2.60 0.30
C 1.98 3.33 4.66 -0.23
O 5.42 1.30 3.04 -0.62
N -2.92 6.66 -0.45 1.04
C -4.16 -5.08 2.14 -0.07
C -1.93 -3.71 -5.43 -0.56
O 3.21 1.33 -8.11 -0.56
N -7.28 -1.84 -1.14 1.07
C 4.71 -0.67 -2.35 0.25
O -0.32 1.33 -1.87 -0.06
O -0.88 1.23 3.85 -0.39
O 1.40 1.35 -9.17 -0.57
C 4.78 -3.35 4.01 0.21
H -5.27 3.88 1.40 0.51
C -1.61 2.22 5.79 -0.31
C -1.39 -1.51 -6.36 -0.62
H 0.55 3.87 -1.83 0.58
O -1.99 -5.96 -4.71 -0.55
C -3.83 0.43 2.13 -1.30
H -0.75 -0.06 -4.97 0.23
H -4.25 3.67 -1.84 0.36
C 2.11 5.98 4.34 -0.79
C -4.93 1.20 -4.78 -0.53
C -0.77 2.86 -5.94 -0.79
N 2.03 -3.71 -1.17 1.21
H -5.57 -6.53 3.07 0.39
N -5.20 0.34 -5.91 0.99
H 7.42 -1.62 -4.16 0.46
C 1.16 5.47 -0.49 -0.32
C 1.21 5.28 3.59 -1.13
C -1.78 3.41 6.40 0.08
C -4.79 2.93 1.57 -0.31
C -1.83 3.53 7.84 -0.90
O 2.76 -4.35 3.24 -0.55
H -0.85 2.91 -3.87 -0.06
C 1.28 -7.26 -0.08 -0.71
C -2.25 -6.46 3.72 -0.53
In 1.09 -1.08 2.03 1.77
O -6.10 0.68 -6.68 -0.61
C 6.92 -2.93 5.90 -0.72
O 3.91 0.34 1.80 -0.13
C 4.90 2.43 1.15 -0.71
O 3.68 -2.77 2.14 -0.35
H 4.70 5.62 -1.03 0.49
H 0.49 5.68 2.90 0.76
C -1.52 -3.25 -4.12 -0.16
O 0.52 -5.83 2.81 -0.48
C -0.09 2.47 -7.11 -0.51
C 5.72 4.70 0.60 -0.65
H -2.18 -3.30 -7.39 0.51
H -1.78 4.55 -1.84 0.58
H -1.93 4.31 5.82 0.43
H 6.79 -1.57 0.13 0.50
H -0.69 2.35 -8.00 0.47
C -4.60 -6.06 3.06 -0.81
H 8.19 -2.18 -1.80 0.36
C 1.17 3.92 3.72 0.66
C 0.27 4.74 -1.26 -0.10
H -4.89 -4.54 1.56 0.46
H 1.49 6.92 1.06 0.62
H -0.95 -0.97 -7.18 0.49
H 4.95 -1.28 3.62 0.18
N -0.40 -5.05 2.58 0.93
C -5.78 -2.04 -1.21 0.07
C -5.30 -3.28 -1.43 -1.22
S 0.20 0.57 -0.72 -0.40
C 6.47 -1.38 -0.88 -0.82
C 1.22 2.10 -7.06 -0.39
O -7.72 -0.77 -1.56 -0.61
O 4.02 0.13 -5.10 -0.53
H -6.83 2.28 -4.87 0.49
N -1.52 2.12 4.29 1.08
H 0.45 -7.49 -3.36 0.45
H -1.77 3.26 -6.00 0.51
H 1.99 -5.47 0.87 0.46
H -3.96 -7.59 4.46 0.40
H 3.38 3.54 6.31 0.54
C 0.76 6.49 0.39 -0.63
C 2.84 5.40 5.33 -0.65
O 1.77 -3.06 -2.16 -0.60
C -3.71 1.19 -4.11 0.18
H -1.78 2.46 9.65 0.40
O -2.25 -1.38 1.85 -0.10
H 3.63 5.92 5.86 0.39
H 4.71 -5.29 4.92 0.45
C 6.38 -1.94 5.11 -0.41
H 7.71 -2.77 6.62 0.42
C -1.89 -2.78 -6.49 -0.65
C 4.86 4.70 -0.49 -0.72
N 3.66 -3.51 3.07 0.82
C -3.67 -6.75 3.85 -0.47
C -1.38 1.10 6.59 -0.09
O -2.87 -5.54 -6.62 -0.55
H -3.33 -4.37 -1.32 0.67
H -1.20 0.31 8.62 0.44
H -5.70 0.10 3.19 0.61
C -1.10 5.19 -1.30 -0.17
H 0.32 -8.70 -1.20 0.38
H -2.18 4.51 8.11 0.41
O -1.81 3.06 3.63 -0.55
C -1.54 6.24 -0.47 -0.57
C -1.65 2.37 8.58 -0.31
```

So what do the calculations give for Kohn-Sham gap? Going down the list: 0.3180 0.0843 hartree.